{
  "formula": "C36H48As2BiN6O8S2",
  "method": "ωB97M-V/def2-TZVPD",
  "elements": ["Bi", "As", "As", "S", "S", "O", "O", "O", "O", "O", "O", "O", "O", "N", "N", "N", "N", "N", "N", "C", "C", "C", "C", "C", "C", "C", "C", "C", "C", "C", "C", "C", "C", "C", "C", "C", "C", "C", "C", "C", "C", "C", "C", "C", "C", "C", "C", "C", "C", "C", "C", "C", "C", "C", "C", "H", "H", "H", "H", "H", "H", "H", "H", "H", "H", "H", "H", "H", "H", "H", "H", "H", "H", "H", "H", "H", "H", "H", "H", "H", "H", "H", "H", "H", "H", "H", "H", "H", "H", "H", "H", "H", "H", "H", "H", "H", "H", "H", "H", "H", "H", "H", "H"],
  "coordinates": [[0.684, -0.215, 0.158], [-1.180, -3.019, 0.468], [2.892, 2.835, 0.517], [-3.711, 3.381, 1.654], [-1.312, 2.716, -0.059], [0.955, -3.185, -3.102], [1.925, 1.600, 1.021], [1.868, 0.673, -1.734], [0.402, -1.814, -1.455], [1.067, -1.590, -7.517], [2.205, 0.179, -7.975], [3.083, 3.307, -4.637], [3.446, 2.692, -2.627], [2.982, 2.483, -3.735], [1.659, -0.576, -7.182], [-3.902, 0.859, -2.321], [1.007, -0.448, 2.816], [-2.352, 1.159, 1.866], [-2.334, -0.229, -1.210], [4.642, 2.165, 0.012], [3.322, 3.750, 2.193], [1.233, -4.651, 1.029], [1.923, 4.246, -0.388], [0.365, -1.667, 3.283], [0.428, 0.717, 3.481], [-3.504, -0.293, -0.506], [-5.439, 1.254, 4.652], [2.618, -1.297, 0.594], [3.358, -1.935, -0.398], [1.715, -0.252, -5.783], [1.311, -0.895, -3.484], [1.259, -1.160, -4.827], [-1.976, -4.082, 2.011], [-4.205, 2.231, 2.855], [-4.488, 0.372, -1.178], [3.154, -1.253, 1.884], [-2.351, 2.256, 1.164], [-3.600, 0.037, 3.664], [-4.555, 1.609, -3.363], [0.068, -4.506, 0.054], [5.108, -2.468, 1.152], [-2.607, 0.464, -2.284], [2.343, 1.234, -4.017], [4.391, -1.834, 2.153], [-5.231, 2.315, 3.781], [-2.321, -3.382, -2.272], [-3.451, -3.816, 2.311], [-3.359, 1.101, 2.794], [2.272, 0.931, -5.367], [-2.577, -3.660, -0.796], [4.588, -2.520, -0.133], [0.871, -2.059, -2.620], [1.829, 0.351, -2.974], [2.450, -0.515, 2.997], [-4.637, 0.119, 4.579], [-5.865, 3.192, 3.815], [1.824, -3.738, 1.064], [-4.083, -4.197, 1.509], [-1.898, 0.710, -3.061], [-3.805, 2.084, -3.992], [5.048, 1.691, 0.905], [6.066, -2.921, 1.379], [5.279, 2.978, -0.329], [-0.517, -5.430, 0.050], [-5.172, 0.957, -3.986], [0.831, 1.620, 3.028], [-3.173, -3.707, -2.876], [0.639, 0.715, 4.561], [-3.553, -0.792, 0.446], [2.832, 0.507, 3.005], [1.898, -5.463, 0.725], [0.491, -1.801, 4.369], [-5.521, 0.555, -0.938], [2.970, -1.990, -1.406], [-3.755, -4.307, 3.239], [2.681, 1.626, -6.084], [-3.520, -3.193, -0.507], [3.957, 4.619, 2.020], [-1.384, -3.858, 2.903], [2.699, -0.979, 3.965], [2.384, 4.072, 2.645], [-2.667, -4.738, -0.631], [3.823, 3.059, 2.869], [2.083, 4.243, -1.458], [-4.834, -0.717, 5.239], [0.890, -2.123, -5.149], [-2.977, -0.847, 3.612], [-2.177, -2.317, -2.428], [-5.187, 2.382, -2.926], [2.227, 5.202, 0.034], [0.873, -4.873, 2.038], [-3.648, -2.747, 2.410], [5.141, -3.007, -0.926], [4.513, 1.433, -0.778], [4.793, -1.785, 3.161], [-0.645, 0.719, 3.324], [-0.698, -1.610, 3.058], [-6.236, 1.307, 5.384], [-1.837, -5.146, 1.802], [0.785, -2.528, 2.764], [0.875, 4.041, -0.165], [0.439, -4.340, -0.956], [-1.430, -3.899, -2.629]],
  "atomic_forces_ev_per_a": [[-0.2827, 0.5177, -0.2888], [-0.4881, -1.5253, 0.3858], [0.5255, 0.8361, 1.0058], [0.4064, -0.3821, -0.0915], [0.3742, 0.3773, -0.4341], [0.0070, 0.0134, 0.0483], [-0.3433, -0.6045, -0.1435], [-0.1938, -0.2390, -0.3906], [0.2242, 0.1944, -0.0578], [0.0481, 0.0761, 0.0814], [-0.0461, -0.0178, 0.1082], [-0.1313, -0.0474, 0.0380], [0.0300, -0.1473, 0.3559], [0.3429, 0.6695, -0.0884], [-0.0063, -0.0764, -0.5124], [0.0859, -0.0569, 0.0535], [-0.0842, 0.0540, -0.0392], [0.2934, -0.3207, -0.0188], [0.1078, -0.0856, -0.0173], [-0.4215, 0.0962, -0.3926], [-0.0655, -0.0895, -0.2489], [-0.2057, 0.0427, 0.0154], [0.2364, -0.2933, -0.3043], [-0.0463, -0.0352, 0.0084], [0.0505, 0.0966, 0.1666], [-0.0448, -0.0116, -0.1401], [-0.0882, 0.0392, -0.0122], [0.2486, -0.0706, 0.1597], [-0.0347, -0.0105, -0.0635], [-0.0179, 0.0674, 0.6990], [0.0830, 0.0093, 0.1194], [0.0317, -0.0163, -0.3788], [0.0264, 0.3611, 0.0292], [-0.0100, 0.0326, -0.0359], [-0.0829, -0.0428, 0.1581], [-0.0199, -0.0492, -0.0308], [-0.6985, 0.2778, 0.4874], [0.0221, -0.0160, -0.0355], [-0.0719, 0.0021, -0.1018], [0.2305, 0.0715, -0.1054], [0.0451, 0.0007, 0.0608], [0.0369, -0.0687, 0.0204], [-0.4293, -0.7862, 0.0974], [-0.0475, -0.0059, 0.0224], [-0.0270, -0.0278, -0.0045], [0.1158, -0.0436, 0.0637], [0.1753, 0.0652, -0.1372], [-0.2291, 0.2586, 0.0841], [0.0796, 0.1069, -0.1369], [-0.0160, 0.2802, -0.1796], [0.0295, 0.0472, -0.0205], [-0.0820, -0.1763, -0.0531], [0.1807, 0.3995, -0.0370], [0.1858, 0.0415, -0.0313], [-0.0063, -0.0634, 0.0258], [-0.0067, 0.0067, 0.0384], [0.1043, 0.0271, 0.0404], [-0.0514, 0.0348, 0.0201], [-0.0349, 0.0702, -0.0299], [0.0162, 0.0075, 0.0333], [-0.0873, 0.0605, 0.0365], [0.0073, -0.0089, -0.0255], [0.0132, 0.0188, -0.0008], [-0.1122, 0.0917, -0.0408], [0.0069, 0.0235, 0.0078], [0.0162, 0.0011, 0.0333], [-0.0019, -0.0322, 0.0236], [0.0443, -0.0638, -0.0130], [-0.0772, 0.0282, 0.0337], [-0.0767, 0.0065, 0.0615], [-0.0022, -0.0075, 0.0069], [0.0503, 0.0167, -0.0226], [-0.0119, 0.0354, -0.0303], [0.0211, -0.0179, -0.0246], [-0.0470, 0.0331, 0.0060], [-0.0524, 0.0040, 0.0050], [0.0374, -0.0111, 0.1002], [0.0111, -0.0147, -0.0236], [0.0451, -0.0100, -0.0328], [-0.0263, 0.0613, 0.0182], [-0.0090, 0.0028, -0.0285], [0.0056, 0.0297, 0.1538], [0.0025, -0.0315, -0.0395], [0.0426, -0.0620, -0.1219], [0.0421, 0.0157, 0.0298], [-0.0140, -0.0223, 0.0847], [0.0599, -0.0093, -0.0096], [0.0371, 0.0486, -0.0878], [0.0427, 0.0231, 0.0005], [0.0631, -0.0574, 0.0610], [0.0676, -0.0017, 0.0266], [-0.0856, 0.0312, 0.0419], [-0.0252, -0.0224, -0.0081], [-0.0081, -0.0296, -0.0567], [-0.0008, -0.0428, 0.0119], [-0.0843, -0.0086, -0.0057], [-0.0434, -0.0308, 0.0178], [-0.0119, -0.0132, -0.0164], [0.0830, 0.0452, -0.1037], [0.0099, -0.0345, 0.0461], [-0.0058, -0.0182, 0.0862], [0.0075, 0.0739, -0.0454], [0.0371, 0.0281, -0.0202]],
  "charge": -1,
  "multiplicity": 1,
  "homo_lumo_gap_ha": 0.235,
  "lumo_energy_ha": 0.068,
  "e_tot_ha": -7813.537111,
  "e_above_lowest_kj_mol": 26.4
}